Record 1
DFT (ωB97M-V with the def2-TZVPD basis set) results for C3H5NO in the gas phase.

Output
* HOMO: -9.79 eV
* LUMO: 0.22 eV
* net charge: 0
* 2S+1: 1
* SMILES: C/C=N\C=O
* ΔE to the lowest compared entry with this formula, charge and spin: 1.852 eV

Each line ends with the Löwdin charge.
Atoms and positions in Å:
O -0.460 -0.286 1.741  0.005
N -0.306 -1.243 -0.389  0.071
C 0.486 -0.274 -0.664  -0.227
C 0.310 1.132 -0.315  -0.046
C -0.760 -1.144 0.936  -0.335
H 1.320 -0.439 -1.348  0.121
H 1.210 1.710 -0.079  0.098
H -0.551 1.425 0.283  0.084
H -1.285 -2.053 1.244  0.113
H 0.037 1.172 -1.409  0.117


Record 2
DFT (ωB97M-V with the def2-TZVPD basis set) results for C5H8N4O2 in the gas phase.

Output
* HOMO: -7.15 eV
* LUMO: 0.62 eV
* net charge: 0
* 2S+1: 1
* SMILES: [H]/N=c1\oc(N)c(N)c(N)c1O
* ΔE to the lowest compared entry with this formula, charge and spin: 3.241 eV

Each line ends with the Löwdin charge.
Atoms and positions in Å:
O -0.416 2.201 -1.930  0.045
O -1.518 -0.025 0.728  0.106
N 2.062 0.532 -1.441  0.105
N -0.588 -1.801 1.892  0.097
N -2.448 1.820 -0.403  0.143
N 1.756 -1.653 0.445  0.069
C -0.491 -0.935 0.809  -0.315
C 0.869 0.399 -0.725  -0.224
C 0.734 -0.646 0.290  -0.196
C -1.594 0.917 -0.195  -0.312
C -0.205 1.179 -1.074  -0.164
H -3.375 1.800 -0.110  0.048
H -1.353 2.349 -1.689  0.057
H -1.088 -2.678 1.784  0.101
H 2.524 -1.253 1.002  0.090
H 2.798 0.039 -1.071  0.030
H 2.326 1.505 -1.820  0.146
H 1.261 -2.390 1.064  0.106
H -1.255 -1.359 2.443  0.067


Record 3
DFT (ωB97M-V with the def2-TZVPD basis set) results for a gas-phase ion, C6H8N (charge +1).

Output
* HOMO (spin up / spin down): -11.03 / -13.75 eV
* LUMO (spin up / spin down): -6.28 / -8.99 eV
* net charge: +1
* 2S+1: 3
* ΔE to the lowest compared entry with this formula, charge and spin: 5.381 eV

Each line ends with the Löwdin charge.
Atoms and positions in Å:
N -1.261 0.342 -0.153  0.098
C -0.159 -0.066 -0.013  -0.255
C 1.796 1.405 0.104  0.109
C 1.279 0.773 -0.817  -0.064
C 0.301 -1.396 0.602  0.142
C 1.313 -2.481 0.895  0.265
C -2.083 1.427 -0.654  -0.015
H -1.839 2.406 -0.268  0.107
H -3.086 1.150 -0.542  0.066
H 1.027 -3.236 1.629  0.098
H 1.814 1.621 1.069  0.005
H -0.589 -1.654 1.257  0.125
H 1.074 0.524 -1.828  0.079
H 2.362 -2.361 0.488  0.117
H -1.949 1.548 -1.769  0.124


Record 4
DFT (ωB97M-V with the def2-TZVPD basis set) results for 2 unconnected molecules or ions with the total composition C4H9BrFN3O2S.

Output
* HOMO: -7.90 eV
* LUMO: -0.99 eV
* net charge: 0
* 2S+1: 1

Each line ends with the Löwdin charge.
Atoms and positions in Å:
Br 1.284 1.746 -2.777  -0.280
S 1.328 -1.110 1.699  0.643
F 0.852 -2.529 1.273  -0.140
O 2.693 -1.185 2.022  -0.225
O 0.417 -0.647 2.678  -0.242
N -1.934 -1.436 -1.142  0.266
N -1.594 0.642 -0.232  0.085
N 0.228 -0.877 -0.788  0.073
C 0.716 1.219 0.316  -0.234
C 1.124 -0.209 0.144  -0.367
C -1.090 -0.545 -0.696  -0.354
C -0.724 1.367 0.731  -0.155
H 2.112 -0.211 -0.304  0.135
H 0.765 1.524 -0.755  -0.124
H -1.739 1.247 -1.044  0.155
H 1.414 1.790 0.913  0.139
H 0.573 -0.746 -1.747  0.104
H -0.993 2.413 0.645  0.128
H -0.931 1.080 1.753  0.103
H -1.601 -2.357 -1.384  0.146
H -2.897 -1.177 -1.304  0.146


Number 1: electronic energy -6727.7207 eV. Number 2: electronic energy -15367.9776 eV. Number 3: electronic energy -7824.6197 eV. Number 4: electronic energy -96453.7078 eV.